# 1
# C39H67BClFN6O9P2S4

A cluster of 3 separate species, C39H67BClFN6O9P2S4 in total (ωB97M-V/def2-TZVPD, the Open Molecules 2025 dataset).

Geometry as XYZ:
```
130
C39H67BClFN6O9P2S4 ωB97M-V/def2-TZVPD
C -8.86 3.94 -0.86
C -7.64 2.89 -0.88
O -6.45 3.30 -1.10
N -7.97 1.47 -0.65
C -7.37 0.73 -1.82
C -7.42 0.96 0.64
C -7.54 1.98 1.87
C -6.11 2.61 2.33
C -5.14 1.51 3.01
C -3.67 2.18 3.15
C -2.86 2.32 1.84
C -1.43 2.99 1.75
C -0.83 3.47 3.09
C -1.62 3.32 4.44
P -0.93 3.85 6.13
P -0.23 5.91 6.10
O 0.40 6.17 7.49
O -1.57 6.96 5.97
O 0.90 6.07 4.83
C -3.06 2.69 4.48
C -3.93 2.54 5.81
C -3.94 0.98 6.20
F -5.29 3.05 5.61
N -0.81 3.08 0.42
C 0.43 3.89 0.38
C 0.47 4.58 -1.10
C -0.66 5.76 -1.07
C -2.12 5.23 -1.50
S -3.08 6.38 -2.59
O -3.95 5.49 -3.47
O -2.23 7.27 -3.45
Cl -4.44 7.51 -1.45
C -0.71 1.81 -0.29
C 0.60 1.20 -0.89
C 0.59 -0.17 -1.66
C 1.99 -0.70 -2.25
S 3.01 -1.52 -0.90
O 3.95 -0.48 -0.33
O 2.02 -1.94 0.16
C -0.70 -1.00 -1.87
B -0.81 -2.44 -2.62
N -0.19 -2.81 -3.92
O -1.57 -3.48 -1.94
C -2.03 -0.40 -1.29
N -3.31 -1.12 -1.42
C -3.94 -0.81 -2.51
S -4.80 -0.58 -3.89
C -2.01 0.94 -0.53
S -3.56 1.68 0.23
H -9.47 3.92 -1.83
H -8.45 4.99 -0.71
H -9.61 3.70 -0.01
H -6.25 0.54 -1.70
H -7.96 -0.23 -1.97
H -7.50 1.38 -2.75
H -6.33 0.61 0.49
H -8.05 0.03 0.92
H -7.88 1.35 2.78
H -8.34 2.79 1.74
H -6.37 3.47 3.05
H -5.65 3.11 1.41
H -5.55 1.19 4.02
H -5.14 0.61 2.31
H 0.22 3.95 3.07
H 0.21 2.98 6.35
H -2.35 6.37 6.16
H 1.46 5.26 4.90
H -3.52 3.12 6.70
H -5.02 0.66 6.40
H -3.35 0.83 7.17
H -3.47 0.34 5.38
H 1.41 3.31 0.58
H 0.45 4.78 1.11
H 1.47 5.12 -1.24
H 0.27 3.81 -1.91
H -0.74 6.18 0.00
H -0.40 6.64 -1.74
H -1.99 4.22 -2.04
H -2.76 5.01 -0.56
H 1.60 1.76 -0.79
H 1.87 -1.48 -3.07
H 2.60 0.16 -2.73
H 3.69 -2.66 -1.35
H 0.49 -3.56 -3.73
H 0.29 -2.02 -4.38
H -2.45 -3.59 -2.37
C 5.55 -2.94 -5.79
C 5.17 -3.98 -4.74
N 3.74 -4.29 -4.70
C 3.36 -5.07 -3.52
C 3.93 -6.48 -3.40
C 3.14 -4.71 -5.96
C 3.71 -5.95 -6.64
H 4.98 -2.01 -5.65
H 6.61 -2.70 -5.71
H 5.37 -3.30 -6.81
H 5.48 -3.57 -3.77
H 5.78 -4.88 -4.90
H 2.27 -5.12 -3.47
H 3.66 -4.51 -2.63
H 3.43 -7.18 -4.07
H 3.76 -6.85 -2.38
H 5.00 -6.52 -3.59
H 3.19 -3.88 -6.66
H 2.06 -4.86 -5.81
H 4.80 -5.96 -6.64
H 3.38 -5.98 -7.68
H 3.35 -6.87 -6.17
C 7.50 -4.79 4.29
C 7.58 -3.91 3.04
N 6.69 -4.33 1.97
C 6.96 -3.65 0.70
C 6.74 -2.14 0.64
C 5.27 -4.45 2.32
C 4.57 -3.21 2.86
H 7.70 -5.84 4.04
H 8.26 -4.47 5.01
H 6.53 -4.72 4.78
H 8.61 -3.96 2.68
H 7.41 -2.87 3.34
H 6.37 -4.13 -0.09
H 8.00 -3.85 0.43
H 5.68 -1.89 0.59
H 7.20 -1.74 -0.27
H 7.19 -1.62 1.49
H 5.17 -5.25 3.06
H 4.72 -4.82 1.45
H 5.17 -2.67 3.60
H 3.64 -3.50 3.36
H 4.30 -2.51 2.07
```

Properties
HOMO: -8.07 eV
SMILES string: CC(=O)N(C)CCCCc1c2c(cc(PP(=O)(O)O)c1[C@H](C)F)N(CCCCS(=O)(=O)Cl)c1cc(C[SH](=O)=O)c(B(N)O)c(N=C=S)c1S2.CCN(CC)CC.CCN(CC)CC
Kohn-Sham gap: 7.3 eV


# 2
# C39H67F6Ge2N10O2PSbSi3Ti

A structure of composition C39H67F6Ge2N10O2PSbSi3Ti (ωB97M-V/def2-TZVPD, the Open Molecules 2025 dataset).

Geometry as XYZ:
```
132
C39H67F6Ge2N10O2PSbSi3Ti ωB97M-V/def2-TZVPD
Ti -0.21 -0.33 -0.84
C -4.10 -4.03 -0.05
N -3.20 -2.92 0.24
C -3.03 -2.33 1.45
C -2.11 -1.34 1.28
N -1.71 -1.32 -0.03
C -2.40 -2.29 -0.65
P -2.03 -3.01 -2.29
C -0.24 -3.22 -1.96
N 0.51 -2.23 -1.50
C 1.81 -2.63 -1.60
C 1.84 -3.89 -2.14
N 0.54 -4.25 -2.36
C 0.10 -5.51 -2.93
C -1.60 -1.50 -3.25
N -0.79 -0.54 -2.80
C -0.17 0.00 -3.89
C -0.61 -0.63 -5.01
N -1.51 -1.58 -4.60
C -2.24 -2.48 -5.48
H -4.56 -4.37 0.87
H -4.88 -3.73 -0.74
H -3.55 -4.87 -0.49
H -3.58 -2.64 2.33
H -1.72 -0.68 2.03
H 2.63 -2.00 -1.31
H 2.67 -4.52 -2.40
H 0.73 -5.79 -3.77
H 0.15 -6.31 -2.18
H -0.93 -5.43 -3.27
H 0.55 0.79 -3.81
H -0.37 -0.49 -6.05
H -1.58 -3.24 -5.88
H -3.05 -2.95 -4.94
H -2.65 -1.91 -6.32
N -0.32 1.26 0.78
C 0.66 1.10 1.87
C 0.06 1.42 3.26
C 1.07 1.61 4.40
C 2.15 2.67 4.12
N 3.37 2.11 3.54
C 4.40 2.83 3.10
N 4.31 4.15 2.98
N 5.54 2.21 2.79
C 1.25 -0.29 1.71
O 2.06 -0.71 2.62
O 1.00 -0.94 0.68
H -0.10 2.13 0.29
H -1.25 1.39 1.16
H 1.49 1.78 1.70
H -0.64 0.64 3.54
H -0.49 2.36 3.15
H 1.54 0.66 4.66
H 0.51 1.94 5.28
H 2.40 3.17 5.06
H 1.74 3.43 3.44
H 3.48 1.11 3.60
H 3.46 4.64 3.20
H 5.08 4.68 2.63
H 5.65 1.22 2.91
H 6.30 2.73 2.38
F 1.34 0.82 -1.45
Sb 3.23 1.67 -1.25
F 3.84 0.07 -2.01
F 2.83 2.39 -2.92
F 4.83 2.50 -0.76
F 2.20 2.95 -0.27
F 3.30 0.78 0.46
C -0.40 2.91 -5.16
Si -1.16 3.43 -3.51
C -2.76 4.33 -3.94
C 0.08 4.51 -2.60
Ge -2.02 1.82 -1.71
Si -4.33 0.93 -2.07
C -4.61 -0.56 -3.22
C -5.39 2.31 -2.80
C -4.97 0.43 -0.36
Si -2.51 3.50 0.14
C -3.21 2.62 1.70
C -3.78 4.79 -0.36
C -0.95 4.47 0.71
H -0.44 3.78 -5.81
H -0.95 2.11 -5.66
H 0.65 2.62 -5.08
H -2.52 5.33 -4.30
H -3.45 4.43 -3.09
H -3.29 3.82 -4.74
H 0.59 5.16 -3.32
H 0.85 3.92 -2.10
H -0.40 5.15 -1.86
H -4.28 -1.51 -2.78
H -5.68 -0.65 -3.42
H -4.11 -0.43 -4.19
H -5.27 2.38 -3.88
H -5.18 3.28 -2.37
H -6.45 2.08 -2.60
H -4.20 -0.07 0.24
H -5.83 -0.24 -0.44
H -5.30 1.31 0.20
H -4.28 2.82 1.75
H -2.78 3.01 2.62
H -3.11 1.53 1.70
H -4.74 4.35 -0.64
H -3.44 5.41 -1.20
H -3.96 5.46 0.48
H 0.01 4.06 0.39
H -0.93 4.57 1.80
H -1.01 5.48 0.31
Ge 3.17 -2.29 2.25
C 4.44 -2.00 3.70
C 4.11 -2.17 5.04
C 5.07 -1.97 6.02
C 6.37 -1.61 5.66
C 6.70 -1.44 4.32
C 5.74 -1.65 3.34
C 1.99 -3.84 2.14
C 2.55 -5.00 1.61
C 1.80 -6.16 1.51
C 0.48 -6.16 1.94
C -0.08 -5.01 2.48
C 0.67 -3.85 2.59
H 3.86 -1.94 0.92
H 3.11 -2.46 5.33
H 4.83 -2.12 7.06
H 7.12 -1.46 6.43
H 7.71 -1.18 4.05
H 6.01 -1.59 2.29
H 3.59 -4.99 1.29
H 2.25 -7.05 1.10
H -0.11 -7.07 1.88
H -1.10 -5.03 2.84
H 0.23 -2.96 3.02
```

Properties
total charge: +3
expectation value of S²: 2.006
HOMO (alpha / beta): -14.41 / -14.63 eV
multiplicity: 3
Kohn-Sham gap (alpha / beta): 7.2 / 6.2 eV
energy relative to the best compared isomer or geometry (same formula, charge and spin): 0.0 kcal per mole


# 3
# C39H69BN10S3SiSr

A structure of composition C39H69BN10S3SiSr (ωB97M-V/def2-TZVPD, the Open Molecules 2025 dataset).

Geometry as XYZ:
```
124
C39H69BN10S3SiSr ωB97M-V/def2-TZVPD
Sr -0.25 0.31 -0.74
C -0.58 -2.62 -3.93
C 0.95 -2.61 -3.83
N 1.42 -1.62 -2.85
C 2.65 -0.93 -3.19
C 2.95 0.18 -2.19
N 1.86 1.15 -2.11
C 1.63 1.87 -3.39
C 0.43 1.38 -4.20
C -0.88 2.08 -3.84
N -1.68 1.35 -2.86
C -2.54 0.31 -3.42
C -2.78 -0.76 -2.36
N -1.50 -1.39 -1.96
C -1.25 -2.71 -2.55
H -0.89 -3.45 -4.56
H -0.90 -1.71 -4.43
H 1.38 -2.39 -4.81
H 1.30 -3.61 -3.56
H 1.53 -2.09 -1.96
H 2.55 -0.50 -4.19
H 3.52 -1.60 -3.23
H 3.89 0.66 -2.48
H 3.10 -0.25 -1.19
H 2.05 1.85 -1.39
H 2.54 1.81 -4.00
H 1.50 2.93 -3.15
H 0.32 0.30 -4.05
H 0.65 1.53 -5.26
H -1.48 2.28 -4.74
H -0.66 3.06 -3.41
H -2.25 2.03 -2.36
H -2.05 -0.12 -4.29
H -3.50 0.72 -3.77
H -3.49 -1.52 -2.69
H -3.23 -0.28 -1.48
H -1.52 -1.53 -0.95
H -2.19 -3.28 -2.61
H -0.59 -3.22 -1.86
C -3.73 1.88 1.71
C -3.84 1.18 3.05
C -4.24 2.23 4.09
C -4.90 0.08 3.04
N -2.52 0.59 3.45
C -1.89 0.88 4.64
C -0.80 0.10 4.72
N -0.73 -0.66 3.57
B 0.46 -1.64 3.45
N 0.09 -2.94 2.67
C -0.68 -3.90 3.29
C -0.74 -4.97 2.48
N 0.00 -4.68 1.34
C 0.47 -3.39 1.45
S 1.29 -2.45 0.27
C 0.22 -5.77 0.34
C -1.11 -6.07 -0.34
C 0.73 -7.00 1.10
C 1.28 -5.44 -0.71
N 1.84 -1.09 2.99
C 2.92 -1.84 3.39
C 4.04 -1.16 3.10
N 3.65 0.05 2.53
C 2.28 0.07 2.46
S 1.29 1.27 1.74
C 4.72 1.04 2.18
C 5.46 1.37 3.48
C 4.22 2.35 1.59
C 5.66 0.38 1.17
C -1.77 -0.32 2.77
S -2.12 -1.03 1.24
H -4.65 2.43 1.51
H -3.57 1.16 0.90
H -2.90 2.58 1.71
H -5.19 2.66 3.78
H -3.51 3.04 4.15
H -4.38 1.79 5.08
H -5.86 0.52 2.77
H -5.00 -0.37 4.03
H -4.66 -0.70 2.32
H -2.28 1.59 5.35
H -0.06 0.01 5.49
H 0.63 -1.99 4.59
H -1.10 -3.73 4.26
H -1.25 -5.90 2.62
H -1.86 -6.41 0.38
H -0.98 -6.85 -1.09
H -1.50 -5.17 -0.83
H 0.01 -7.38 1.83
H 1.66 -6.78 1.62
H 0.92 -7.80 0.38
H 1.44 -6.36 -1.28
H 0.96 -4.66 -1.39
H 2.22 -5.13 -0.26
H 2.80 -2.81 3.84
H 5.07 -1.42 3.24
H 4.78 1.82 4.21
H 6.26 2.08 3.27
H 5.92 0.49 3.93
H 3.55 2.89 2.25
H 3.71 2.22 0.64
H 5.11 2.97 1.42
H 6.15 -0.51 1.58
H 6.43 1.09 0.88
H 5.10 0.08 0.28
C 1.33 4.71 -1.00
Si -0.19 3.67 -0.44
C -0.57 4.53 1.24
C -1.58 4.50 -1.52
C -1.37 5.46 -2.52
C -2.40 5.95 -3.31
C -3.70 5.51 -3.13
C -3.95 4.56 -2.14
C -2.91 4.08 -1.36
H 1.18 5.78 -0.79
H 1.55 4.62 -2.07
H 2.24 4.41 -0.47
H -0.37 5.60 1.17
H 0.02 4.12 2.06
H -1.63 4.42 1.49
H -0.36 5.84 -2.69
H -2.19 6.70 -4.07
H -4.51 5.89 -3.74
H -4.96 4.21 -1.97
H -3.13 3.33 -0.61
```

Properties
HOMO: -5.66 eV
Kohn-Sham gap: 6.2 eV


| no. | strongest force on any atom (hartree/bohr) |
| --- | --- |
| 1 | 0.1320 |
| 2 | 0.0496 |
| 3 | 0.0415 |